ORCA calculation (wB97M-V/def2-TZVPD) on C78H134N11O27 as an isolated structure.

Atoms and positions in Å:
C  -3.79  2.72  -1.68
C  -2.63  3.64  -2.12
C  -1.57  3.05  -3.12
C  -2.33  2.52  -4.29
N  -1.62  2.30  -5.64
C  -0.80  3.53  -6.13
C  0.62  3.12  -6.18
C  0.84  1.90  -5.17
C  -0.52  1.20  -5.47
C  -2.63  1.88  -6.76
C  -3.78  2.93  -7.27
C  -5.13  2.49  -6.77
H  -4.50  2.47  -2.46
H  -4.34  3.00  -0.78
H  -3.50  1.67  -1.58
H  -2.08  3.91  -1.22
H  -3.17  4.57  -2.25
H  -1.15  2.15  -2.68
H  -0.72  3.71  -3.31
H  -3.18  3.13  -4.60
H  -2.79  1.57  -4.01
H  -1.27  3.76  -7.09
H  -1.04  4.28  -5.38
H  0.79  2.77  -7.19
H  1.33  3.93  -6.01
H  1.70  1.36  -5.57
H  0.99  2.20  -4.14
H  -0.32  0.76  -6.44
H  -0.87  0.46  -4.74
H  -3.04  1.01  -6.24
H  -2.08  1.77  -7.70
H  -3.93  2.99  -8.35
H  -3.67  3.87  -6.72
H  -5.45  1.55  -7.23
H  -5.86  3.21  -7.11
H  -5.42  2.55  -5.72
C  1.64  0.33  -2.13
C  1.64  1.69  -1.40
C  1.40  1.52  0.11
C  0.01  0.83  0.30
N  -0.81  1.23  1.57
C  -2.31  0.69  1.56
C  -3.16  1.88  2.07
C  -2.25  2.91  2.64
C  -1.09  2.73  1.70
C  0.01  0.78  2.75
C  0.33  -0.71  2.85
C  0.78  -1.25  4.19
H  0.63  -0.01  -2.37
H  2.04  -0.46  -1.49
H  2.27  0.37  -3.01
H  0.85  2.31  -1.83
H  2.57  2.21  -1.62
H  1.54  2.50  0.56
H  2.14  0.78  0.45
H  0.09  -0.26  0.28
H  -0.71  1.14  -0.46
H  -2.45  -0.08  2.33
H  -2.64  0.15  0.68
H  -3.87  1.55  2.82
H  -3.71  2.25  1.21
H  -2.22  2.68  3.71
H  -2.71  3.89  2.66
H  -0.18  3.29  1.92
H  -1.22  3.02  0.66
H  -0.56  1.14  3.61
H  0.93  1.36  2.70
H  1.18  -0.76  2.17
H  -0.43  -1.37  2.42
H  1.84  -1.09  4.33
H  0.63  -2.31  4.40
H  0.36  -0.70  5.04
C  -2.60  6.71  5.89
C  -2.41  5.17  5.88
C  -1.56  4.77  7.18
O  -1.47  3.45  7.47
C  -0.49  2.82  6.68
N  -3.77  4.48  5.90
H  -4.20  4.66  5.00
H  -3.65  3.49  6.05
H  -4.35  4.81  6.66
H  -3.17  6.95  6.79
H  -3.24  7.08  5.09
H  -1.68  7.29  5.86
H  -2.12  4.73  4.92
H  -2.16  5.20  7.97
H  -0.62  5.31  7.25
H  -0.55  1.74  6.79
H  0.47  3.12  7.10
H  -0.63  3.08  5.63
C  0.47  -9.28  0.48
C  0.64  -7.82  0.56
C  0.75  -7.16  1.95
O  0.55  -5.75  1.72
C  0.81  -5.04  2.94
N  1.87  -7.42  -0.28
H  1.82  -7.53  -1.28
H  2.25  -6.50  -0.12
H  2.64  -8.01  0.01
H  -0.49  -9.34  1.00
H  1.26  -9.77  1.06
H  0.40  -9.65  -0.54
H  -0.12  -7.29  -0.03
H  1.73  -7.38  2.38
H  0.07  -7.68  2.62
H  1.71  -5.19  3.54
H  0.14  -5.28  3.76
H  0.62  -3.97  2.84
C  7.13  -2.48  3.97
C  5.88  -2.91  3.19
C  4.45  -2.94  3.89
O  4.31  -2.52  5.26
C  4.57  -1.15  5.60
N  5.88  -2.18  1.88
H  4.96  -2.32  1.50
H  6.00  -1.17  1.94
H  6.57  -2.52  1.23
H  8.02  -2.89  3.50
H  7.18  -2.80  5.01
H  7.29  -1.41  4.06
H  6.15  -3.80  2.63
H  4.00  -3.92  3.72
H  3.73  -2.24  3.46
H  5.43  -0.67  5.14
H  4.83  -1.38  6.63
H  3.65  -0.57  5.72
C  5.15  4.93  -0.29
N  3.72  5.30  -0.14
C  3.05  5.48  -1.33
C  1.70  5.89  -1.31
C  1.06  6.09  -0.08
C  1.77  5.83  1.12
C  3.09  5.35  1.08
C  -0.30  6.69  0.04
C  -1.18  6.51  1.12
C  -2.51  7.02  1.20
N  -2.96  7.79  0.14
C  -2.16  7.96  -0.96
C  -0.83  7.44  -0.99
C  -4.14  8.61  0.36
H  5.62  5.65  -0.97
H  5.24  3.95  -0.74
H  5.76  4.92  0.61
H  3.68  5.40  -2.20
H  1.28  6.22  -2.25
H  1.38  6.23  2.04
H  3.74  5.35  1.94
H  -0.89  5.89  1.96
H  -3.15  6.94  2.07
H  -2.56  8.62  -1.72
H  -0.24  7.75  -1.84
H  -3.87  9.65  0.55
H  -4.58  8.23  1.28
H  -4.73  8.38  -0.53
C  -0.85  -4.61  -3.28
N  -1.33  -4.73  -1.86
C  -0.99  -3.69  -1.04
C  -1.58  -3.54  0.22
C  -2.30  -4.67  0.65
C  -2.65  -5.73  -0.18
C  -2.11  -5.75  -1.43
C  -2.70  -4.53  2.08
C  -3.35  -3.37  2.55
C  -3.84  -3.25  3.83
N  -3.63  -4.29  4.69
C  -3.10  -5.46  4.29
C  -2.62  -5.58  2.96
C  -3.78  -4.02  6.11
H  0.10  -4.08  -3.25
H  -1.48  -4.17  -4.05
H  -0.60  -5.59  -3.69
H  -0.47  -2.82  -1.41
H  -1.41  -2.68  0.85
H  -3.33  -6.53  0.08
H  -2.29  -6.49  -2.20
H  -3.44  -2.53  1.87
H  -4.23  -2.32  4.23
H  -2.90  -6.19  5.06
H  -2.08  -6.46  2.63
H  -4.70  -4.58  6.29
H  -3.95  -2.96  6.25
H  -2.88  -4.41  6.60
C  0.45  -8.22  -8.88
N  1.10  -7.19  -8.00
C  0.52  -5.95  -7.76
C  1.02  -5.07  -6.90
C  2.19  -5.39  -6.25
C  2.91  -6.52  -6.62
C  2.40  -7.43  -7.55
C  2.79  -4.45  -5.32
C  2.67  -3.04  -5.59
C  3.20  -2.15  -4.65
N  3.85  -2.57  -3.55
C  3.86  -3.90  -3.19
C  3.29  -4.83  -4.06
C  4.68  -1.66  -2.68
H  -0.33  -7.87  -9.55
H  0.08  -8.83  -8.06
H  1.23  -8.78  -9.41
H  -0.45  -6.06  -8.22
H  0.50  -4.17  -6.59
H  3.86  -6.57  -6.12
H  2.90  -8.30  -7.94
H  2.35  -2.69  -6.55
H  3.02  -1.08  -4.68
H  4.39  -4.18  -2.29
H  3.46  -5.88  -3.86
H  4.67  -0.68  -3.15
H  5.70  -2.04  -2.58
H  4.22  -1.74  -1.69
O  4.54  0.27  0.56
C  4.96  1.09  1.52
O  4.69  2.28  1.49
O  5.67  0.63  2.38
H  4.14  1.07  0.20
O  7.01  0.25  -1.66
C  6.50  1.31  -2.32
O  7.21  1.78  -3.14
O  5.33  1.60  -2.06
H  6.27  0.08  -1.06
O  -4.06  -0.51  6.48
C  -3.31  0.31  5.78
O  -2.33  -0.20  5.32
O  -3.68  1.53  5.67
H  -3.47  -1.07  5.96
O  -1.38  -1.82  -3.80
C  -2.29  -1.19  -3.11
O  -2.11  -0.92  -1.93
O  -3.35  -0.87  -3.72
H  -1.72  -1.67  -4.69
O  -6.76  5.69  2.04
C  -5.46  5.44  2.28
O  -4.72  5.05  1.36
O  -5.07  5.57  3.45
H  -6.74  5.72  1.08
O  -5.39  -0.61  2.65
C  -6.09  -0.11  1.63
O  -7.27  0.07  1.89
O  -5.70  -0.01  0.50
H  -6.09  -0.97  3.21
O  1.83  4.20  3.39
C  1.75  4.56  4.71
O  2.59  4.26  5.53
O  0.80  5.23  5.14
H  2.62  3.70  3.60
O  1.89  -2.96  -1.00
C  2.69  -3.64  -0.11
O  3.12  -4.80  -0.32
O  2.94  -3.00  0.92
H  1.78  -2.23  -0.40

Properties
E_tot ... -154705.956 eV
Charge ... +2
2S+1 ... 2
<S²> ... 0.7700
Largest force on an atom ... 9.21 eV Å⁻¹

ORCA calculation (wB97M-V/def2-TZVPD) on the molecule C15H19ClN2O3.

Atoms and positions in Å:
C  -3.88  -0.80  1.75
C  -3.82  -0.87  0.22
C  -4.81  -1.90  -0.33
N  -3.99  0.43  -0.38
C  -2.92  0.84  -1.11
O  -2.79  1.85  -1.73
N  -1.96  -0.18  -0.99
C  -0.65  -0.09  -1.61
C  0.45  0.11  -0.56
C  0.27  1.41  0.21
C  1.37  1.68  1.24
O  2.60  2.01  0.63
C  3.55  1.08  0.36
C  3.51  -0.27  0.71
C  4.57  -1.10  0.39
C  5.67  -0.60  -0.29
Cl  6.98  -1.66  -0.70
C  5.72  0.74  -0.65
C  4.67  1.57  -0.32
C  -2.39  -1.22  -0.23
O  -1.77  -2.22  0.05
H  -3.23  -0.02  2.12
H  -3.56  -1.75  2.17
H  -4.90  -0.60  2.08
H  -5.81  -1.68  0.01
H  -4.79  -1.88  -1.42
H  -4.52  -2.89  0.01
H  -4.84  0.96  -0.33
H  -0.47  -1.01  -2.16
H  -0.70  0.76  -2.29
H  0.43  -0.74  0.12
H  1.41  0.12  -1.08
H  0.24  2.25  -0.49
H  -0.69  1.40  0.74
H  1.47  0.83  1.92
H  1.10  2.56  1.83
H  2.67  -0.69  1.23
H  4.53  -2.14  0.66
H  6.58  1.12  -1.18
H  4.69  2.61  -0.59

Properties
E_tot ... -37510.231 eV
Energy relative to the best compared isomer or geometry (same formula, charge and spin) ... 3.28 kcal per mole
SMILES ... CC1(C)NC(=O)N(CCCCOc2ccc(Cl)cc2)C1=O
Largest force on an atom ... 0.60 eV Å⁻¹

ORCA calculation (wB97M-V/def2-TZVPD) on C14H33N6O3SY as an isolated structure.

Atoms and positions in Å:
Y  -0.74  0.92  -0.94
N  0.90  -1.00  -1.10
C  1.24  -1.46  0.28
C  2.62  -2.09  0.38
C  2.90  -2.72  1.76
C  2.37  -4.13  1.94
N  3.21  -5.10  1.23
C  3.06  -6.42  1.32
N  2.04  -6.93  2.00
N  3.92  -7.23  0.69
C  1.05  -0.25  1.22
O  1.90  0.09  2.01
O  -0.10  0.35  1.01
H  0.65  -1.79  -1.68
H  1.76  -0.63  -1.53
H  0.46  -2.18  0.56
H  3.36  -1.31  0.20
H  2.74  -2.83  -0.41
H  2.48  -2.08  2.53
H  3.98  -2.73  1.95
H  1.34  -4.22  1.57
H  2.36  -4.37  3.01
H  4.08  -4.76  0.84
H  1.44  -6.35  2.55
H  1.89  -7.93  2.04
H  4.66  -6.86  0.13
H  3.88  -8.23  0.82
C  -4.79  1.43  -0.74
C  -4.02  0.39  -1.53
C  -4.22  -1.02  -0.99
O  -2.63  0.69  -1.49
H  -5.86  1.24  -0.79
H  -4.60  2.43  -1.14
H  -4.48  1.40  0.30
H  -4.32  0.44  -2.59
H  -3.83  -1.05  0.03
H  -3.64  -1.73  -1.59
H  -5.25  -1.35  -0.98
C  0.94  3.37  0.97
N  -0.29  3.51  0.16
C  -1.47  3.86  0.96
C  -0.17  3.83  -1.19
S  0.78  2.80  -2.18
N  -0.84  4.85  -1.70
C  -1.18  6.07  -0.94
C  -1.02  4.99  -3.15
H  1.17  4.33  1.43
H  1.77  3.08  0.33
H  0.79  2.62  1.74
H  -1.62  3.06  1.69
H  -2.35  3.93  0.33
H  -1.34  4.79  1.52
H  -0.60  6.12  -0.02
H  -2.24  6.12  -0.73
H  -0.90  6.92  -1.56
H  -1.15  4.01  -3.60
H  -0.16  5.48  -3.60
H  -1.91  5.59  -3.31

Properties
E_tot ... -42006.906 eV
Energy relative to the best compared isomer or geometry (same formula, charge and spin) ... 9.07 kcal per mole
Charge ... +2
Largest force on an atom ... 0.46 eV Å⁻¹

ORCA calculation (wB97M-V/def2-TZVPD) on C37H26F4N10O5W as an isolated structure.

Atoms and positions in Å:
W  0.57  1.46  -0.13
C  1.31  -2.64  -1.83
O  0.90  -2.09  -0.60
C  1.87  -1.33  0.13
C  3.11  -2.11  0.41
C  3.56  -2.34  1.67
C  2.84  -1.88  2.81
C  1.65  -1.15  2.64
C  1.18  -0.91  1.39
N  0.10  -0.05  1.09
N  0.07  1.16  1.80
C  -1.26  1.69  2.02
C  -1.97  2.02  0.89
O  -1.38  1.81  -0.30
C  -3.24  2.62  0.98
C  -3.73  2.95  2.21
C  -2.99  2.69  3.39
C  -3.48  3.08  4.67
C  -2.75  2.83  5.80
C  -1.51  2.17  5.70
C  -1.02  1.78  4.49
C  -1.74  2.04  3.30
H  2.07  -3.41  -1.71
H  1.68  -1.87  -2.52
H  0.42  -3.09  -2.27
H  3.67  -2.48  -0.44
H  4.48  -2.89  1.82
H  3.21  -2.08  3.80
H  1.09  -0.79  3.50
H  -3.79  2.82  0.07
H  -4.70  3.43  2.29
H  -4.44  3.57  4.73
H  -3.13  3.13  6.77
H  -0.94  1.96  6.60
H  -0.07  1.25  4.42
C  2.20  0.04  -0.59
H  3.13  0.41  -0.18
H  2.33  -0.14  -1.65
C  -0.68  6.81  1.83
N  -0.29  5.81  0.84
C  -0.28  6.09  -0.48
C  0.10  5.20  -1.42
C  0.45  3.92  -0.92
O  0.83  2.91  -1.63
N  0.38  3.63  0.37
C  0.12  4.55  1.34
O  0.23  4.38  2.54
H  -1.25  7.59  1.33
H  0.19  7.24  2.31
H  -1.29  6.34  2.60
H  -0.60  7.09  -0.74
H  0.12  5.43  -2.47
C  4.54  4.03  0.55
N  3.91  3.55  1.77
C  2.91  2.65  1.78
N  2.46  2.19  2.96
O  2.45  2.25  0.69
H  4.69  5.10  0.60
H  3.88  3.81  -0.29
H  5.50  3.54  0.38
H  4.33  3.80  2.65
H  2.63  2.74  3.79
H  1.55  1.73  2.89
F  1.52  0.13  -4.17
C  0.81  -0.09  -5.29
C  1.46  -0.06  -6.48
F  2.77  0.20  -6.47
C  0.81  -0.30  -7.72
C  -0.57  -0.58  -7.59
C  -1.22  -0.60  -6.39
F  -2.53  -0.86  -6.40
C  -0.57  -0.35  -5.16
C  -1.24  -0.36  -3.90
C  -0.60  0.01  -2.72
N  -0.11  0.31  -1.72
C  -2.61  -0.72  -3.71
N  -3.70  -1.01  -3.48
F  -1.29  -0.82  -8.68
C  1.49  -0.28  -8.96
C  2.88  0.02  -9.09
N  3.99  0.24  -9.26
C  0.84  -0.53  -10.21
N  0.39  -0.73  -11.25

Properties
E_tot ... -76622.025 eV
Energy relative to the best compared isomer or geometry (same formula, charge and spin) ... 21.90 kcal per mole
2S+1 ... 3
<S²> ... 2.0896
Largest force on an atom ... 1.86 eV Å⁻¹

Q: Which formula does entry 4 have?
A: C37H26F4N10O5W

Q: Look up the E_tot of the first one.
A: -154705.956 eV

Q: E_tot of number 2 (C15H19ClN2O3)?
A: -37510.231 eV